The following is a DFT calculation (the ωB97M-V functional and the def2-TZVPD basis) of a cluster of 7 separate species, C35H72N3O8 in total at a distorted geometry.

```
118
Properties=species:S:1:pos:R:3:forces:R:3
C -2.38123 -3.73244 -3.63330 -0.5983 -1.3293 0.1991
C -1.25376 -3.27705 -2.74717 0.6841 0.3603 -1.4232
C 0.01609 -3.58589 -3.53779 1.1388 1.0267 0.3944
N 1.33484 -2.95636 -2.89471 -0.0841 -1.3514 1.5971
C 1.46326 -3.34925 -1.35312 -0.8336 -0.6701 -1.9909
C 1.59271 -4.87941 -1.26256 -1.2183 0.8119 -0.7472
C 2.74998 -5.46028 -2.06204 0.4966 0.1924 0.6205
C 2.86719 -4.93563 -3.46709 -1.2501 1.0846 -1.0646
C 2.56536 -3.43394 -3.60188 0.5781 -0.0312 0.5573
C 1.30719 -1.46435 -2.96670 -0.1307 -0.5332 -0.5565
H -2.32105 -3.30973 -4.62324 -0.1864 0.3837 -0.2979
H -3.34456 -3.53617 -3.16973 -0.1003 0.2616 -0.1614
H -2.34891 -4.83005 -3.76539 0.0237 0.2944 -0.0091
H -1.30621 -3.81717 -1.81461 0.1608 0.1697 0.4643
H -1.30946 -2.19282 -2.65361 -0.0719 -0.0800 0.7346
H -0.02213 -3.11717 -4.53321 -0.0243 0.1293 0.3589
H 0.10538 -4.65163 -3.75563 0.4888 0.0246 0.5127
H 0.53798 -2.96901 -0.94005 -0.0340 0.0315 0.3681
H 2.27549 -2.80723 -0.87829 0.2448 0.1844 -0.4418
H 0.61339 -5.32486 -1.57471 0.7590 0.2503 0.1691
H 1.68303 -5.07601 -0.21807 0.1890 -0.4658 0.8036
H 2.60884 -6.52417 -2.15920 0.1522 -0.5100 0.3135
H 3.68728 -5.28284 -1.51761 -0.1446 -0.0640 -0.0532
H 2.08366 -5.42085 -4.07801 0.8047 -0.2783 -0.0802
H 3.88202 -5.03920 -3.88023 -0.5226 -0.4656 -0.0384
H 2.44806 -3.10171 -4.62967 0.1576 -0.1856 -0.2218
H 3.43674 -2.90776 -3.17522 -0.5766 0.2154 -0.0568
H 2.27019 -1.12420 -2.60950 0.1879 0.2107 -0.0499
H 0.50588 -1.04746 -2.32441 0.0752 -0.0564 -0.1986
H 1.17775 -1.25760 -4.03266 0.0634 0.4311 0.1329
C -3.93857 0.72801 -4.29766 0.2391 -0.0934 0.2006
C -3.10272 1.53015 -3.28513 -2.2105 0.0781 -0.4675
C -2.45289 2.68309 -3.97610 0.7230 0.3998 -0.4730
N -1.10167 3.01891 -3.42442 0.6423 -0.1415 2.3287
C -0.59385 4.37571 -3.77958 -0.5512 0.6143 -0.2244
C -1.48409 5.48775 -3.23108 0.8462 -0.4325 0.0960
C -1.40742 5.46997 -1.70600 -0.9627 0.5154 -0.1248
C -1.96754 4.13896 -1.23952 0.5511 -0.5830 0.4585
C -1.09992 2.99059 -1.77092 -1.7686 0.3771 -1.3057
C -0.12285 2.01279 -3.91881 0.8292 0.1975 0.3407
H -4.50813 -0.01094 -3.74488 -0.3474 -0.0830 -0.0681
H -3.24751 0.16998 -4.93150 -0.0072 0.0062 -0.2269
H -4.60365 1.31078 -4.94746 0.1235 0.0041 0.3145
H -2.48827 0.81494 -2.80913 1.1416 -0.5125 0.5149
H -3.76735 1.95089 -2.51270 0.2107 -0.3193 -0.0895
H -3.16182 3.51685 -3.89485 0.6535 0.0050 -0.2561
H -2.22471 2.45836 -5.03635 -0.4283 0.1985 0.3376
H -0.55127 4.43117 -4.86920 0.2137 -0.1039 -0.0478
H 0.38343 4.51473 -3.31099 0.3057 -0.3977 -0.2267
H -2.50699 5.32086 -3.57045 -0.0351 0.6224 -0.0917
H -1.02390 6.40000 -3.62882 -0.5568 0.0338 -0.0148
H -2.02132 6.29203 -1.31756 0.1668 -0.1909 0.1040
H -0.38074 5.62928 -1.40495 0.3404 -0.1004 0.2286
H -3.01485 4.07043 -1.50840 -0.2444 -0.1782 -0.3604
H -2.00653 3.98271 -0.14374 0.3257 0.4036 -0.4718
H -1.53017 2.01796 -1.55146 0.4265 0.0117 0.2088
H -0.10933 3.15177 -1.37166 0.7132 -0.2659 -0.5982
H 0.81190 2.25371 -3.42171 0.2698 0.1039 0.0095
H 0.05117 2.11043 -5.00526 -0.4387 -0.0205 0.4449
H -0.36012 0.99707 -3.60516 -0.4759 0.1170 -0.1067
C 4.42379 -0.42271 6.44726 -1.8246 0.6932 0.4775
C 3.71142 -0.73984 5.09941 1.6023 -0.1120 0.3671
C 2.43500 -1.45586 5.41727 0.8813 -1.1681 0.9837
N 1.54394 -1.79224 4.28896 -0.3250 0.2685 -1.1765
C 1.85557 -3.25006 3.84216 -1.1385 0.8887 -0.6798
C 0.81274 -3.70440 2.81527 0.2886 0.8394 -0.2003
C -0.62503 -3.54204 3.29005 -0.0714 -0.4532 0.3683
C -0.87493 -2.13665 3.85404 0.0205 -0.0888 -0.6484
C 0.10519 -1.67652 4.91187 1.3841 -1.1931 -1.0586
C 1.62632 -0.73317 3.14065 -0.5290 -0.3116 1.7485
H 3.79368 0.34305 6.93289 0.1300 -0.0195 -0.2055
H 5.40559 0.04160 6.42313 0.1916 -0.5160 -0.3636
H 4.31897 -1.24146 7.17146 0.6696 -0.1764 -0.3679
H 4.39921 -1.33931 4.45148 -0.6468 0.3472 0.2689
H 3.46998 0.18959 4.61633 0.1554 0.4528 -0.2484
H 1.82178 -0.87292 6.10284 0.3882 0.2083 0.1693
H 2.74018 -2.44535 5.87588 -0.6432 1.0778 -0.0999
H 1.81428 -3.81960 4.75868 0.0825 -0.2770 0.1938
H 2.83522 -3.34167 3.35089 -0.0538 0.5313 0.6088
H 1.02714 -4.73078 2.46949 -0.0007 0.4258 0.1392
H 0.95204 -2.98028 1.98536 -0.1320 -0.7176 -0.0655
H -0.88995 -4.31331 4.02636 0.1990 0.0984 0.0893
H -1.27294 -3.75275 2.43232 -0.0899 0.3057 0.1215
H -1.89300 -2.03877 4.18891 -0.3908 0.0100 0.3840
H -0.79523 -1.45324 3.00478 -0.1160 0.1615 0.1268
H 0.24660 -2.31622 5.79273 -0.7570 0.0448 -0.0780
H 0.01379 -0.62790 5.19548 -0.0861 0.1553 0.0406
H 0.98096 -1.01197 2.32806 -0.0136 0.0216 -0.2479
H 2.64048 -0.60952 2.84930 0.8021 -0.2779 -0.4042
H 1.30415 0.21747 3.59500 -0.0999 -0.2582 -0.0276
C -2.08405 -0.10511 0.47630 1.0951 0.9443 0.4568
C -0.73070 -0.41032 -0.21622 -0.9478 -0.2563 1.0118
O 0.25102 -0.74358 0.49800 -0.5375 -0.0285 -0.7356
O -0.79215 -0.40076 -1.46835 0.1938 0.2034 -0.7460
H -1.87885 0.55597 1.34835 -0.4039 -0.7169 -0.3028
H -2.49422 -1.06616 0.74991 -0.1922 -0.2389 0.5162
H -2.82090 0.38936 -0.15773 0.2445 0.0018 -0.1648
C -0.59377 3.50277 5.43300 0.5451 -0.6781 -0.3670
C 0.34732 2.45987 6.13001 -0.8013 2.6206 1.0506
O 0.67100 2.73972 7.29866 0.1259 -0.4177 0.1517
O 0.70763 1.49060 5.45346 0.5499 -2.2467 -1.2834
H -0.23830 3.67635 4.41004 -0.4060 -0.2936 0.0080
H -0.60168 4.45842 5.91202 0.2507 0.4946 0.6419
H -1.62656 3.16043 5.46325 -0.0401 -0.2428 -0.3642
C 3.55100 3.42540 0.05941 -0.4668 -0.3337 -1.6425
C 3.30884 4.05297 -1.42214 -0.8717 -1.1225 0.0597
O 4.21792 3.88665 -2.28466 -1.0101 0.3694 1.4120
O 2.12105 4.49396 -1.61308 0.9707 -0.2798 0.0016
H 4.59160 3.36003 0.22546 1.3223 0.2871 0.3678
H 3.24739 2.36994 0.06864 -0.2387 0.0445 -0.4970
H 3.03191 3.82701 0.91418 -0.2251 0.7812 -0.0320
C -4.35573 3.36978 1.17168 0.0971 0.3569 -0.8279
C -5.43393 4.42576 1.58964 2.5100 1.8182 -0.2094
O -4.93453 5.60163 1.53754 -0.6074 -0.8815 -0.0366
O -6.57094 4.09074 1.86372 -1.4961 -0.8821 0.2835
H -4.53533 2.32015 1.43005 -0.1090 0.1863 -0.0078
H -3.35735 3.71148 1.47582 -0.3446 -0.2203 0.3890
H -4.31794 3.50704 0.06961 -0.2077 -0.5370 0.3833
```
Positions in Å, forces in eV/Å.

The value obtained for the highest occupied orbital energy is -3.9 eV. For the orbital gap, the calculation gives 0.17109 Ha. As for the net charge: -1. As for the LUMO energy: 0.8 eV. The energy is -58310.9407 eV. The calculation puts the largest force on an atom at 3.1 eV/Å.